Record 1
{"formula": "C4H8O5", "method": "ωB97M-V with the def2-TZVPD basis set", "elements": ["C", "C", "O", "C", "O", "O", "C", "O", "O", "H", "H", "H", "H", "H", "H", "H", "H"], "positions_angstrom": [[2.0587, -0.2487, 0.5136], [1.2477, -0.0712, -0.7478], [1.8294, 0.1048, -1.8231], [-0.2960, -0.2290, -0.6514], [-0.9429, 0.0773, -1.8792], [-0.6551, -1.5752, -0.3651], [-0.8574, 0.7059, 0.4754], [-0.9417, 0.0317, 1.7190], [-2.1837, 1.1167, 0.1544], [3.0546, 0.1781, 0.3588], [1.6104, 0.2816, 1.3543], [2.1520, -1.3115, 0.7459], [-1.7387, 0.5890, -1.6251], [-0.4634, -2.0324, -1.2061], [-0.2516, 1.6114, 0.5850], [-1.1689, -0.8911, 1.4760], [-2.4534, 1.6623, 0.9153]], "total_charge": 0, "smiles": "CC(=O)C(O)(O)C(O)O"}

Record 2
{"formula": "C4H8O5S", "method": "ωB97M-V with the def2-TZVPD basis set", "elements": ["C", "C", "C", "C", "O", "O", "O", "O", "O", "S", "H", "H", "H", "H", "H", "H", "H", "H"], "positions_angstrom": [[-2.4410, -0.8080, -0.3040], [1.9781, 0.7778, 0.2656], [0.0067, -0.7992, 0.4895], [0.8238, 0.0402, -0.4294], [-3.4532, 1.3550, 0.8384], [-2.5756, -1.7912, -0.9122], [2.8962, -0.1061, 0.8780], [-0.0017, -2.1738, 0.1330], [-0.0407, 1.0943, -0.9978], [-2.0861, 0.4086, 0.5382], [1.7079, 1.5439, 0.9925], [2.4878, 1.2796, -0.6420], [0.2869, -0.7270, 1.5046], [1.0649, -0.6526, -1.2814], [-4.2242, 1.4209, 0.2718], [3.4178, -0.5592, 0.2778], [-0.1705, -2.2864, -0.8111], [0.3230, 1.9832, -0.8116]], "total_charge": 0}

| no. | total energy (eV) |
| --- | --- |
| 1 | -14514.59766 |
| 2 | -25345.21574 |